No. 1
Below is C30H31GeN4O2RuS2 as an isolated structure, with properties calculated with wB97M-V/def2-TZVPD.

The calculation puts the highest occupied orbital energy (alpha / beta) at -8.114 / -8.354 eV. The calculation puts the energy relative to the best compared isomer or geometry (same formula, charge and spin) at 115.0 kJ/mol. The expectation value of S² is 0.760. The value obtained for the LUMO energy (alpha / beta) is -1.7 / -1.9 eV.

Geometry as ORCA input:
```
! RIJCOSX wB97M-V def2-TZVPD def2/J DEFGRID3
* xyz 0 2
Ru -0.523 -0.796 0.633
O -0.457 -2.564 -0.344
C -0.716 -3.802 0.047
C -0.778 -4.787 -0.944
C -1.031 -6.102 -0.608
C -1.234 -6.483 0.718
C -1.178 -5.520 1.702
C -0.931 -4.182 1.384
C -0.805 -3.220 2.448
N -0.616 -1.969 2.290
N -0.358 -1.227 3.454
C 0.470 -0.275 3.155
O 0.943 -0.083 1.956
C 0.915 0.655 4.221
C 1.645 1.786 3.873
C 2.045 2.683 4.853
C 1.723 2.447 6.181
C 0.998 1.314 6.531
C 0.592 0.420 5.556
H -0.625 -4.481 -1.970
H -1.075 -6.851 -1.389
H -1.427 -7.517 0.966
H -1.320 -5.785 2.743
H -0.831 -3.560 3.482
H 1.892 1.949 2.833
H 2.609 3.564 4.579
H 2.036 3.146 6.946
H 0.748 1.131 7.568
H 0.020 -0.460 5.815
S -2.771 -0.756 0.475
C -3.173 0.815 -0.161
C -4.470 1.116 -0.574
C -4.773 2.389 -1.026
C -6.111 2.687 -1.452
N -7.187 2.909 -1.787
C -3.776 3.382 -1.070
C -2.486 3.079 -0.668
C -2.181 1.797 -0.225
S -0.551 1.378 0.246
C -4.074 4.702 -1.547
N -4.286 5.761 -1.938
H -5.244 0.360 -0.542
H -1.717 3.839 -0.718
C 2.225 3.179 -3.712
C 1.275 2.002 -3.875
C -0.018 2.189 -3.087
C -0.920 0.957 -3.076
Ge -0.502 -0.625 -1.968
C 1.351 -1.223 -2.213
C 2.347 -0.549 -1.275
C 3.792 -0.966 -1.531
C 4.764 -0.259 -0.598
H 3.138 3.045 -4.293
H 2.513 3.304 -2.665
H 1.757 4.111 -4.036
H 1.774 1.084 -3.556
H 1.032 1.860 -4.933
H -0.571 3.028 -3.523
H 0.238 2.499 -2.071
H -0.927 0.506 -4.079
H -1.961 1.225 -2.889
H -1.552 -1.661 -2.378
H 1.628 -1.034 -3.254
H 1.355 -2.302 -2.062
H 2.108 -0.781 -0.229
H 2.271 0.543 -1.345
H 4.048 -0.755 -2.575
H 3.874 -2.050 -1.412
H 4.713 0.824 -0.731
H 5.794 -0.568 -0.774
H 4.523 -0.470 0.447
*
```

---

No. 2
Below is a 4-piece molecular cluster, C28H38F24NO5 overall, with properties calculated with wB97M-V/def2-TZVPD.

The calculation puts the highest occupied orbital energy (alpha / beta) at -8.427 / -9.423 eV. The expectation value of S² is 0.754. The value obtained for the LUMO energy (alpha / beta) is 0.5 / 0.3 eV.

Geometry as ORCA input:
```
! RIJCOSX wB97M-V def2-TZVPD def2/J DEFGRID3
* xyz 0 2
C 3.556 -1.705 1.429
C 3.133 -1.030 0.070
C 4.328 -1.379 -0.934
C 1.858 -1.777 -0.455
C 0.893 -0.968 -1.393
C -0.600 -1.346 -1.025
C -0.942 -2.860 -1.267
C -1.530 -3.435 0.077
C -2.873 -2.723 0.483
O -2.693 -1.803 1.573
C 0.989 0.601 -1.278
C 1.702 1.001 0.042
C 0.830 0.765 1.336
C 1.883 2.573 -0.033
N 3.060 0.443 0.125
O 3.719 0.945 1.110
H 4.546 -1.341 1.772
H 3.718 -2.780 1.180
H 2.778 -1.617 2.212
H 3.963 -1.793 -1.894
H 4.837 -0.421 -1.195
H 5.092 -2.004 -0.436
H 2.224 -2.644 -1.047
H 1.348 -2.236 0.425
H 1.047 -1.321 -2.437
H -1.217 -0.746 -1.728
H -0.863 -1.002 -0.002
H -0.094 -3.451 -1.658
H -1.789 -2.881 -1.992
H -0.772 -3.348 0.883
H -1.801 -4.498 -0.114
H -3.374 -2.247 -0.389
H -3.594 -3.481 0.865
H -2.634 -0.920 1.202
H 1.624 0.949 -2.126
H -0.018 1.042 -1.392
H 0.896 -0.304 1.624
H 1.107 1.453 2.155
H -0.227 0.929 1.028
H 2.502 2.864 -0.908
H 2.251 2.989 0.920
H 0.861 2.986 -0.194
C -3.177 3.286 -0.665
C -3.357 1.762 -0.886
C -3.163 1.229 -2.315
F -4.052 1.732 -3.181
F -3.329 -0.119 -2.349
F -4.554 1.383 -0.392
F -2.414 1.158 -0.100
O -4.349 4.113 -0.589
C -4.932 4.648 -1.745
C -6.362 4.144 -1.958
F -6.403 2.806 -2.084
F -6.876 4.668 -3.092
F -4.141 4.455 -2.808
F -4.979 5.981 -1.556
H -2.748 3.374 0.335
H -2.427 3.713 -1.330
H -2.156 1.447 -2.682
H -6.999 4.425 -1.118
C 2.464 -8.409 -0.818
C 2.425 -6.869 -0.652
C 1.165 -6.241 -0.046
F 0.067 -6.446 -0.787
F 1.323 -4.897 0.037
F 2.715 -6.294 -1.840
F 3.452 -6.552 0.186
O 2.187 -8.969 -2.113
C 0.873 -9.253 -2.510
C 0.449 -8.434 -3.732
F 0.505 -7.113 -3.490
F -0.827 -8.725 -4.066
F 0.030 -9.134 -1.477
F 0.861 -10.556 -2.850
H 3.507 -8.682 -0.650
H 1.910 -8.922 -0.032
H 0.982 -6.622 0.962
H 1.096 -8.650 -4.584
C 1.039 7.132 4.721
C 0.312 5.779 4.515
C 0.940 4.764 3.554
F 1.016 5.209 2.292
F 0.183 3.639 3.516
F -0.972 6.022 4.174
F 0.276 5.178 5.736
O 0.562 8.286 4.008
C 1.016 8.574 2.714
C -0.118 8.547 1.684
F -0.711 7.341 1.629
F 0.368 8.810 0.451
F 2.045 7.784 2.385
F 1.510 9.826 2.763
H 0.854 7.393 5.764
H 2.122 7.033 4.645
H 1.944 4.481 3.885
H -0.880 9.288 1.931
*
```